Entry 1:
8
Properties=species:S:1:pos:R:3:forces:R:3 method="wB97M-V/def2-TZVPD" s_squared=2.02 spin_multiplicity=3 gap_ev="7.43 / 7.60" max_force_ev_per_a=4.05 lumo_energy_ev="0.40 / -1.37"
C -0.599 0.554 -0.260 2.01 -2.07 0.51
N 0.305 -1.534 -0.262 0.85 -0.88 0.52
N 1.994 -0.338 0.183 1.60 -3.72 0.14
N -0.530 -0.746 0.219 -0.74 2.97 -0.94
S 1.576 1.062 0.052 -1.77 2.89 -0.33
H -0.595 0.527 -1.274 0.13 0.59 -2.89
H -1.199 1.208 0.225 -2.03 1.63 1.47
H -0.952 -0.734 1.118 -0.05 -1.42 1.53



Entry 2:
8
Properties=species:S:1:pos:R:3:forces:R:3 method="wB97M-V/def2-TZVPD" charge=+1 gap_ev=9.67 max_force_ev_per_a=2.36 smiles="[H]/N=N/N=C=[NH2+]" lumo_energy_ev=-6.09
C -0.408 0.615 -0.336 -0.05 0.81 1.70
N 0.716 0.990 -0.157 -0.79 1.24 -1.48
N 1.680 0.128 0.266 1.63 -1.21 1.20
N 1.531 -0.960 -0.246 -0.52 -1.18 -0.98
N -1.608 0.440 0.022 0.06 -0.58 -0.86
H 2.151 -1.715 0.076 0.48 0.78 0.40
H -1.867 0.574 0.996 -0.17 0.08 -0.04
H -2.195 -0.073 -0.620 -0.65 0.07 0.05



Entry 3:
10
Properties=species:S:1:pos:R:3:forces:R:3 method="wB97M-V/def2-TZVPD" gap_ev=8.88 max_force_ev_per_a=2.76 lumo_energy_ev=0.02
C -0.212 -0.565 -1.195 -1.47 -1.20 2.00
N -1.538 -0.691 0.589 1.52 -0.98 1.38
N 1.407 1.670 0.263 0.41 2.40 -0.23
N -1.367 -0.425 -0.664 0.08 1.34 -2.35
N 1.503 0.649 -0.376 1.25 0.19 -0.21
O -0.100 -1.046 1.122 -1.06 0.22 2.00
P 1.058 -0.917 0.039 -0.09 -1.64 -0.44
H 0.117 -0.334 -2.141 -0.40 0.40 -2.34
H -1.837 0.095 1.193 0.19 -0.26 -0.84
H 0.968 1.564 1.169 -0.44 -0.48 1.01



Entry 4:
9
Properties=species:S:1:pos:R:3:forces:R:3 method="wB97M-V/def2-TZVPD" charge=-1 gap_ev=8.93 max_force_ev_per_a=5.57 lumo_energy_ev=3.84
C -0.541 -0.051 -0.149 5.55 0.49 0.06
N -1.202 -1.118 0.211 -0.85 -0.25 -0.10
N -1.253 1.046 -0.344 -0.18 -0.20 0.02
N -2.474 -0.649 0.197 -0.57 -1.47 0.58
N -2.495 0.587 -0.109 -0.68 1.33 -0.42
Si 1.614 0.045 0.000 -4.97 1.98 -0.50
H 2.379 0.108 -1.234 0.10 0.98 -0.73
H 2.254 -1.083 0.381 1.04 -2.79 1.58
H 1.720 1.114 1.047 0.56 -0.08 -0.49



Entry 5:
9
Properties=species:S:1:pos:R:3:forces:R:3 method="wB97M-V/def2-TZVPD" charge=-1 gap_ev=7.82 max_force_ev_per_a=5.08 lumo_energy_ev=3.81
C -2.015 0.150 0.084 -4.49 0.08 -2.21
N -4.044 -0.398 0.594 -1.40 -1.36 -0.08
N -2.807 -0.499 0.967 2.29 1.61 -0.07
N -3.035 0.555 -1.065 4.62 -0.53 2.04
N -4.124 0.134 -0.619 -1.53 0.52 0.46
Si -0.209 -0.043 0.033 -1.17 0.99 -2.59
H 0.340 0.806 -1.202 -0.19 -0.58 1.50
H -0.119 -1.404 -0.460 0.91 -0.77 0.22
H 0.261 0.282 1.344 0.96 0.05 0.72



Entry 6:
9
Properties=species:S:1:pos:R:3:forces:R:3 method="wB97M-V/def2-TZVPD" gap_ev=9.87 max_force_ev_per_a=6.88 smiles=Nc1nnn[nH]1 lumo_energy_ev=0.38
C 0.250 0.085 -0.248 2.95 -1.71 5.98
H -0.687 -0.974 -1.683 2.20 0.61 0.19
H 1.084 -1.127 -1.605 -0.17 -0.05 0.15
H -1.707 0.865 0.029 2.32 -0.81 2.22
N 0.263 -0.573 -1.421 -2.99 0.04 -1.71
N 1.294 -0.042 0.621 -1.97 1.11 1.29
N 0.748 0.443 1.993 0.10 0.16 -4.73
N -0.439 0.840 1.772 0.58 -0.93 1.04
N -0.806 0.483 0.542 -3.02 1.59 -4.43